This record from the Open Molecules 2025 dataset describes a structure of composition C6H9O6Rb. The level of theory is ωB97M-V/def2-TZVPD.

Structure (XYZ):
```
22
C6H9O6Rb (ωB97M-V/def2-TZVPD)
O 2.85379 -1.17622 3.44459
C 1.60667 -0.69533 3.74506
O 0.67460 -1.01353 2.96368
O 1.67355 0.35480 4.41479
O 2.75981 -0.34257 -3.10931
C 2.12604 -0.95708 -2.34974
O 1.16089 -1.54541 -2.00457
Rb -0.53390 -1.38094 0.96322
O 2.32911 0.07252 0.69065
C 3.49234 -0.59493 1.15073
C 3.17276 -1.67778 2.15973
H 4.22364 0.09659 1.59361
H 3.99273 -1.07328 0.29277
H 4.07100 -2.29596 2.28715
H 2.36835 -2.34583 1.82404
C 2.37139 2.36500 2.04102
C 2.31345 1.64804 0.70793
H 3.35891 2.29414 2.51453
H 1.36119 2.47622 2.45781
H 3.18999 1.88639 0.08502
H 2.49050 3.34095 1.38229
H 1.34356 1.84094 0.22797
```

Calculated values
* HOMO energy: -0.2890 Eh
* lowest unoccupied orbital energy: -0.02421 hartree
* M: 262.600 g mol⁻¹
* relative energy (zero: lowest compared OMol25 entry of this formula, charge and spin): 0.0 kcal/mol

Results of the Mulliken charge analysis, in e, for atoms 1 through 8:
1 O -0.382
2 C 0.548
3 O -0.691
4 O -0.676
5 O -0.333
6 C 0.733
7 O -0.371
8 Rb 0.977

This record from the Open Molecules 2025 dataset describes a structure of composition C6H9O6Zn. The level of theory is ωB97M-V/def2-TZVPD.

Structure (XYZ):
```
22
C6H9O6Zn (ωB97M-V/def2-TZVPD)
Zn -0.24423 -0.00923 0.11286
C -0.33730 -1.01718 -3.70813
C -0.44781 -0.74773 -2.23107
O -1.21006 0.17181 -1.82739
O 0.25608 -1.37037 -1.38429
H 0.69142 -1.02882 -4.06569
H -0.85532 -0.23018 -4.25460
H -0.79828 -1.97302 -3.96404
C 2.32959 3.06603 0.47943
C 1.40931 1.89793 0.24665
O 1.85678 0.73828 0.09766
O 0.15845 2.10329 0.24878
H 2.39701 3.77634 -0.34461
H 3.33527 2.71014 0.70897
H 1.99520 3.64547 1.34183
C -1.79505 -2.05301 3.09934
C -1.15887 -1.15174 2.08281
O -1.86607 -0.44763 1.30259
O 0.09293 -1.11917 1.95139
H -1.25777 -3.00435 3.15180
H -2.82622 -2.27371 2.83246
H -1.72504 -1.68314 4.12324
```

Calculated values
* HOMO energy: -0.2103 Eh
* net charge: -1
* lowest unoccupied orbital energy: 0.12060 hartree
* M: 242.522 g mol⁻¹
* relative energy (zero: lowest compared OMol25 entry of this formula, charge and spin): 6.1 kcal/mol

Results of the Mulliken charge analysis, in e, for atoms 1 through 8:
1 Zn 0.455
2 C -1.075
3 C 1.131
4 O -0.685
5 O -0.689
6 H 0.283
7 H 0.286
8 H 0.269

This record from the Open Molecules 2025 dataset describes an isolated molecule of C6HBrF5NO2. The level of theory is ωB97M-V/def2-TZVPD.

Structure (XYZ):
```
16
C6HBrF5NO2 (ωB97M-V/def2-TZVPD)
C 0.05831 -1.33633 0.96684
C 0.11487 -0.12727 1.43741
C -0.25356 -0.74187 -1.55339
C 0.12406 0.51909 -1.38613
C -0.51126 -1.70846 -0.43805
C -0.26245 1.07765 0.75611
N 0.68272 2.26468 0.73738
O 1.79812 2.08137 1.06170
O 0.23240 3.21021 0.12516
F 0.74407 0.00429 2.57799
F -0.52902 -1.33495 -2.72029
F 0.13999 -2.82054 -0.81587
F -1.84238 -1.97125 -0.38070
F -1.59224 1.36805 0.79560
Br 0.58442 1.68451 -2.65506
H 0.51196 -2.16918 1.49131
```

Calculated values
* HOMO energy: -0.3706 Eh
* lowest unoccupied orbital energy: -0.06713 hartree
* M: 293.973 g mol⁻¹
* relative energy (zero: lowest compared OMol25 entry of this formula, charge and spin): 0.0 kcal/mol

Results of the Mulliken charge analysis, in e, for atoms 1 through 8:
1 C -0.813
2 C 0.486
3 C 0.160
4 C -0.166
5 C 1.055
6 C 0.291
7 N 0.919
8 O -0.548

This record from the Open Molecules 2025 dataset describes a cluster of 13 separate species, C70H169N11O13 in total. The level of theory is ωB97M-V/def2-TZVPD.

Structure (XYZ):
```
263
C70H169N11O13 (ωB97M-V/def2-TZVPD)
C -6.27039 2.68937 1.09628
C -5.44627 3.52081 0.09391
C -5.81203 3.26217 -1.30652
O -5.24719 2.00449 -1.70343
C -5.25779 1.63049 -3.08857
N -5.77904 4.94374 0.29949
H -6.07427 2.89164 2.17186
H -6.15532 1.62541 0.99858
H -7.29880 2.92428 0.90842
H -4.39166 3.33589 0.37256
H -5.33626 4.06525 -1.89592
H -6.88155 3.34944 -1.28588
H -6.27512 1.27336 -3.33348
H -4.61008 0.75563 -3.10095
H -4.99440 2.47873 -3.70640
H -4.94828 5.43063 -0.00405
H -5.83083 5.01987 1.31172
C -2.94960 1.42667 -7.23611
C -1.61517 1.58074 -6.63255
C -0.73373 0.50175 -7.09050
O 0.56379 0.67759 -6.49201
C 1.36450 -0.45696 -6.71280
N -1.08192 2.83084 -7.04275
H -2.75840 1.44693 -8.31151
H -3.56562 2.32738 -6.98817
H -3.44759 0.53298 -6.88515
H -1.65622 1.54460 -5.50869
H -0.66583 0.43932 -8.18760
H -1.16667 -0.44593 -6.72929
H 0.83050 -1.30762 -6.26868
H 2.34259 -0.35523 -6.19101
H 1.52648 -0.76330 -7.74520
H -0.12266 2.90204 -6.76525
H -1.60135 3.47619 -6.46104
C 1.52735 5.12689 -0.38979
C 2.77060 5.54788 0.30399
C 3.60626 4.31887 0.67848
O 2.89631 3.40667 1.47612
C 2.96809 3.74486 2.85027
N 3.70792 6.41258 -0.55493
H 0.94910 5.96202 -0.74726
H 0.88721 4.50235 0.26247
H 1.78943 4.58919 -1.36138
H 2.56010 6.06512 1.22939
H 4.46827 4.73171 1.27872
H 3.91220 3.72147 -0.19550
H 2.31934 4.60422 3.07401
H 4.00998 3.94972 3.15906
H 2.54733 2.94810 3.42527
H 3.25149 7.28634 -0.81346
H 3.87424 5.95062 -1.46732
C -0.39107 -1.89884 -3.62346
C 0.19003 -3.31117 -3.92924
C 1.45940 -3.47485 -3.10293
O 2.03966 -4.75918 -3.20273
C 2.84974 -4.82771 -4.38667
N -0.87529 -4.26352 -3.62973
H -1.22693 -1.67820 -4.31467
H 0.38659 -1.13941 -3.66209
H -0.79658 -1.98351 -2.58330
H 0.34507 -3.49693 -5.01705
H 1.23778 -3.23896 -2.04649
H 2.20068 -2.73732 -3.40385
H 2.34383 -4.51090 -5.28982
H 2.97912 -5.88512 -4.64025
H 3.84299 -4.31698 -4.26768
H -1.22874 -4.24598 -2.72090
H -0.46697 -5.16998 -3.82398
C -3.21803 -3.23971 -7.32257
C -4.37127 -3.09956 -6.33379
C -3.90075 -2.60242 -4.98371
O -5.05910 -2.48499 -4.12483
C -4.74839 -2.32553 -2.73694
N -5.39396 -2.21060 -6.96642
H -2.37253 -3.83131 -6.92773
H -2.78165 -2.24945 -7.60917
H -3.56393 -3.72988 -8.21764
H -4.93557 -4.03048 -6.16555
H -3.42618 -1.55794 -5.20084
H -3.12512 -3.19241 -4.55610
H -4.02892 -1.43306 -2.68310
H -4.22873 -3.18765 -2.38994
H -5.65855 -2.16805 -2.15535
H -5.96920 -1.89482 -6.18182
H -4.94812 -1.36873 -7.30155
C 1.37130 1.43617 5.89777
C 0.11682 0.81729 5.33810
C 0.10136 -0.69155 5.44911
O -0.90033 -1.36790 4.67965
C -0.50795 -2.73203 4.46440
N -1.00278 1.43983 5.98881
H 1.44395 1.12128 6.92593
H 1.29092 2.49136 5.68192
H 2.27621 1.08010 5.41842
H 0.10135 1.04714 4.25744
H -0.04106 -0.99659 6.50434
H 1.11774 -1.01520 5.10480
H -0.36306 -3.25536 5.44739
H 0.45801 -2.89251 3.90376
H -1.34978 -3.13550 3.93053
H -0.97425 1.20704 6.96349
H -1.90810 1.27450 5.62100
C -4.50322 6.35291 -4.15251
C -2.98743 6.20208 -4.15737
C -2.53425 5.36516 -2.96345
O -2.70937 5.98260 -1.74876
C -2.24486 5.14848 -0.71627
N -2.54115 5.58963 -5.35933
H -4.71735 7.07192 -3.37950
H -4.97131 5.41233 -3.91880
H -5.00416 6.76401 -5.01154
H -2.47053 7.14526 -3.95244
H -1.46656 5.10489 -3.18495
H -3.04951 4.42634 -2.84317
H -1.12819 4.95768 -0.72744
H -2.74067 4.15426 -0.80865
H -2.61311 5.45296 0.30187
H -2.98311 6.07982 -6.12988
H -1.51447 5.58562 -5.51400
C -4.71038 -2.64679 3.37618
C -5.43127 -1.53440 4.12330
C -6.73905 -2.14117 4.73002
C -7.31893 -1.23061 5.78875
C -6.35784 -0.93010 6.88377
C -5.18198 -0.18590 6.36493
N -4.58122 -1.02488 5.21798
O -3.51403 -0.28104 4.67724
C -5.51467 1.25958 5.91748
C -4.11259 -0.15287 7.42158
C -5.88018 -0.53968 3.03810
H -3.80154 -2.30407 2.82959
H -5.36968 -3.02532 2.57488
H -4.38638 -3.46013 4.09157
H -7.44114 -2.37185 3.91069
H -6.46321 -3.12200 5.17067
H -8.21141 -1.68985 6.18218
H -7.70798 -0.29545 5.33593
H -6.00637 -1.83571 7.36696
H -6.86628 -0.35698 7.65469
H -4.64740 1.52742 5.26838
H -6.40327 1.40047 5.29114
H -5.42379 1.95420 6.74297
H -3.77674 -1.09559 7.74729
H -3.22337 0.43549 7.22989
H -4.61600 0.37365 8.24625
H -5.16693 0.21944 2.77694
H -6.81243 -0.05007 3.23148
H -6.05650 -1.14660 2.15835
H -2.78704 -0.93163 4.62347
C -2.26719 1.13653 1.41130
C -1.93571 0.07546 0.31329
C -1.69774 0.79875 -0.99889
C -0.40250 1.62368 -1.21874
C 0.81276 0.75369 -0.84010
C 0.67852 -0.00063 0.50664
N -0.69063 -0.76295 0.57780
O -0.70627 -1.52300 1.78925
C 1.71337 -1.12794 0.55690
C 0.82171 1.02085 1.66865
C -3.10939 -0.85776 0.21933
H -2.26551 0.67051 2.36159
H -3.24294 1.66788 1.24877
H -1.61358 1.99045 1.45725
H -1.67996 -0.01238 -1.75684
H -2.57650 1.44839 -1.17531
H -0.34966 2.50298 -0.60695
H -0.32497 1.98967 -2.27055
H 1.76625 1.28260 -0.73437
H 1.04069 0.02756 -1.61618
H 1.73859 -1.69151 -0.37292
H 2.68136 -0.73640 0.87904
H 1.47171 -1.77233 1.39109
H 0.42806 1.98933 1.42094
H 0.48607 0.60011 2.57604
H 1.87438 1.14892 1.85992
H -4.00633 -0.21143 -0.04983
H -3.29392 -1.27789 1.19629
H -2.98579 -1.67207 -0.54817
H -0.99592 -0.98695 2.54140
C 5.98285 -2.32298 -1.33304
C 6.44917 -0.89881 -1.11168
C 5.33857 0.05649 -1.60386
C 5.57778 1.46257 -1.09963
C 5.55072 1.42495 0.41939
C 6.72834 0.61029 0.92711
N 6.53571 -0.76378 0.38383
O 7.55012 -1.63834 0.78461
C 8.06097 1.15639 0.65089
C 6.62491 0.62725 2.42267
C 7.78228 -0.73063 -1.87123
H 5.69802 -2.43666 -2.33729
H 5.16516 -2.53788 -0.66225
H 6.83014 -2.96429 -1.16684
H 5.33210 0.07899 -2.78426
H 4.33910 -0.28805 -1.28551
H 4.79952 2.11257 -1.50873
H 6.48625 1.86313 -1.56788
H 4.63301 0.89083 0.76916
H 5.56053 2.38296 0.86750
H 8.31105 2.05480 1.20211
H 8.86888 0.46790 0.83979
H 8.16267 1.47801 -0.37949
H 6.57621 1.62565 2.77924
H 5.87214 -0.00026 2.84861
H 7.59522 0.25065 2.80702
H 7.78059 -1.40042 -2.69751
H 8.74706 -0.91763 -1.32802
H 7.90552 0.22231 -2.41038
H 8.44458 -1.25724 0.61157
C 6.56333 -5.28487 3.40980
C 5.21930 -4.54454 3.36107
C 4.18238 -5.40333 4.20558
C 2.85049 -4.74700 4.53922
C 3.20937 -3.40679 5.29281
C 4.25302 -2.54496 4.57387
N 5.41951 -3.33152 4.17246
O 6.41003 -2.54111 3.62460
C 3.60430 -1.82170 3.37304
C 4.75029 -1.59023 5.63109
C 4.84136 -4.29563 1.90666
H 6.43979 -6.14670 2.77183
H 6.80283 -5.50920 4.43484
H 7.28024 -4.63444 2.95073
H 4.03855 -6.38736 3.72402
H 4.71098 -5.63527 5.14960
H 2.28459 -5.38497 5.20949
H 2.23658 -4.55386 3.68617
H 3.70234 -3.67896 6.26433
H 2.33754 -2.75626 5.44739
H 2.96942 -2.43122 2.74245
H 2.89016 -1.06247 3.76899
H 4.33623 -1.32926 2.71543
H 5.31338 -2.12362 6.37578
H 5.40145 -0.82557 5.21070
H 3.82936 -1.16382 6.06043
H 5.69688 -3.79150 1.42197
H 3.92472 -3.71292 1.70858
H 4.61605 -5.15661 1.33157
H 6.14231 -2.24088 2.70688
C 2.67050 2.67811 -3.70192
C 2.12765 3.86047 -4.52903
C 0.67155 4.27267 -4.17766
O 2.89897 5.09660 -4.28897
H 2.32265 1.65991 -4.03827
H 2.41581 2.75283 -2.62165
H 3.75180 2.67739 -3.81929
H 2.29830 3.60130 -5.56809
H 0.51346 5.35340 -4.41619
H 0.43334 4.11946 -3.11338
H 0.02690 3.57804 -4.72997
H 3.41904 5.37041 -5.07335
C -1.57801 -5.74636 0.23951
C -0.73626 -4.51631 0.58651
C 0.68223 -4.82651 1.04116
O -0.83278 -3.55978 -0.52674
H -2.60123 -5.48598 0.40772
H -1.43594 -6.44351 1.05872
H -1.43542 -6.10596 -0.79171
H -1.23480 -4.04837 1.42205
H 1.26541 -3.90421 1.11263
H 1.30322 -5.47031 0.42839
H 0.56534 -5.25003 2.05012
H -0.82643 -2.65371 -0.24345
```

Calculated values
* HOMO energy: -0.3058 Eh
* lowest unoccupied orbital energy: 0.01437 hartree
* M: 1373.186 g mol⁻¹
* relative energy (zero: lowest compared OMol25 entry of this formula, charge and spin): 0.0 kcal/mol

Results of the Mulliken charge analysis, in e, for atoms 1 through 8:
1 C -1.937
2 C 1.841
3 C -0.367
4 O -0.157
5 C -0.365
6 N -0.827
7 H 0.432
8 H 0.284